This record from OMol25 describes 2 unconnected molecules or ions with the total composition C4H10N3 at a distorted geometry. The level of theory is wB97M-V/def2-TZVPD.

## Properties
- Net charge: +1
- LUMO level (spin up / spin down): -5.04 / -5.04 eV

Structure (XYZ):
```
17
Properties=species:S:1:pos:R:3:forces:R:3
C -0.877 -1.674 -1.450 -1.504 0.684 0.723
H -0.970 0.449 1.747 -1.075 -0.326 1.146
H -1.604 1.397 0.232 -1.629 -0.412 -0.684
N 1.643 -2.433 0.867 0.714 -2.628 1.427
C -0.050 -1.280 -0.268 0.255 0.681 -0.850
C 0.181 1.868 0.913 2.417 0.610 2.221
N 0.995 -1.811 0.108 -1.792 0.417 -1.057
H 1.364 3.244 0.138 0.400 0.644 -0.348
H -1.735 -2.225 -0.997 0.198 0.495 -0.661
C -0.863 1.011 0.864 1.177 1.022 0.636
H 0.997 1.944 1.675 -1.022 -1.273 -0.024
H -0.363 -2.326 -2.075 1.016 -1.460 -0.884
H -0.127 2.892 -0.723 0.425 0.764 -0.219
H 2.565 -2.755 0.590 0.811 1.137 -0.042
H -1.212 -0.857 -2.156 0.210 -0.447 1.496
N 0.446 2.870 0.111 -1.258 -0.146 -1.600
H -0.390 -0.313 0.426 0.657 0.237 -1.279
```
Forces are in eV/Å.



This record from OMol25 describes a molecular structure, C8H12AsF7O6Pt at a distorted geometry. The level of theory is wB97M-V/def2-TZVPD.

## Properties
- Net charge: -1
- Spin multiplicity: 4
- LUMO level (spin up / spin down): 2.51 / 0.09 eV

Structure (XYZ):
```
35
Properties=species:S:1:pos:R:3:forces:R:3
O -1.534 -3.641 0.349 -0.892 -0.623 -0.228
O -1.063 3.744 -1.151 -1.869 2.232 -2.809
H -3.042 2.901 0.714 -0.579 1.125 -0.261
C -0.871 -1.814 1.522 -0.948 0.923 0.497
O -3.234 3.297 -1.352 -1.409 -1.325 0.088
H -0.609 -2.099 2.541 0.512 -0.239 -0.136
F 1.301 0.710 0.573 0.799 0.437 -0.606
H -1.375 3.781 1.585 0.028 0.075 -0.037
C -1.269 2.687 -0.313 2.851 -0.536 1.861
C -0.390 -2.736 0.409 -1.720 1.620 -0.492
F 3.807 -0.217 -0.658 0.426 -1.720 -0.527
F 5.629 -1.203 0.455 -0.819 -0.523 -0.751
O -2.296 -1.942 1.479 -1.457 0.130 0.155
H -3.133 1.534 -0.135 0.093 -0.282 -1.332
H -0.760 -1.065 -1.295 -0.815 -0.343 0.871
H 0.436 -3.283 0.862 0.316 -0.118 -1.186
H -0.234 2.416 1.684 -0.291 -0.210 -0.036
C -0.617 3.213 1.046 -0.248 -1.544 -0.436
Pt 2.879 1.531 -0.508 -2.327 2.243 0.856
C -2.240 3.967 -1.828 3.049 6.749 -2.334
H 0.822 -1.497 -0.784 0.002 0.540 0.434
O -3.769 -3.591 0.969 0.631 0.169 -0.355
H 0.121 -2.492 -1.808 -0.751 -0.722 0.074
O -2.268 4.951 -2.611 -0.729 -3.880 1.852
C -2.679 -3.106 0.922 2.127 0.154 0.003
C -2.742 2.542 -0.270 -0.786 -1.328 2.681
H -0.722 -0.740 1.416 0.676 -0.214 -0.294
F 2.869 -2.529 -1.329 0.794 0.547 0.820
H -0.751 1.927 -0.898 0.135 -1.120 1.280
F 3.337 -1.992 1.070 0.458 0.170 -1.239
F 5.077 -1.778 -2.020 -0.440 -0.003 1.482
C -0.175 -1.911 -0.934 2.371 -1.154 0.614
As 4.263 -1.913 -0.436 1.846 -2.149 0.386
F 4.977 -3.498 -0.149 -0.833 0.921 -0.385
H 0.255 3.846 0.882 -0.203 -0.001 -0.510
```
Forces are in eV/Å.



This record from OMol25 describes a molecular structure, C38H60IN4SiW at a distorted geometry. The level of theory is wB97M-V/def2-TZVPD.

## Properties
- Net charge: +1
- Spin multiplicity: 3
- LUMO level (spin up / spin down): -3.51 / -3.17 eV

Structure (XYZ):
```
105
Properties=species:S:1:pos:R:3:forces:R:3
N 1.561 0.734 -0.466 -0.917 -0.608 0.239
H -3.790 -2.438 -1.810 -0.165 0.014 0.122
C 0.922 -3.130 -1.203 -0.521 0.479 0.187
I -2.002 6.437 -1.159 -0.014 -0.629 -0.078
H 0.857 2.636 2.217 -0.034 -0.036 -0.120
H 1.864 3.831 -3.474 0.080 0.023 -0.064
C 3.286 1.367 -3.700 0.098 -0.040 0.116
H -3.197 -0.801 1.344 0.201 0.010 -0.197
C 4.568 0.927 -3.463 -0.079 0.013 0.004
C -3.326 2.680 1.591 -0.047 -0.184 0.025
C -3.227 1.220 2.051 0.366 0.343 -0.276
H -1.613 -3.648 2.769 -0.076 -0.151 0.116
H 1.522 -0.350 5.126 -0.123 0.095 -0.131
C -1.291 3.401 -0.793 -0.420 0.188 -0.352
C 0.976 1.919 -3.017 -0.033 -0.068 -0.017
H -3.161 -0.787 -1.713 -0.199 0.096 0.057
C -2.998 3.652 -2.175 0.338 0.255 0.290
C 1.439 0.149 4.151 0.277 0.062 -0.210
C 4.860 0.371 -2.236 0.016 0.116 -0.055
H 0.234 1.508 -2.311 0.324 0.335 -0.395
N -0.178 0.887 1.658 -0.196 -0.746 -1.036
H 2.741 -1.269 3.188 0.128 -0.048 -0.005
C -0.960 -1.175 -3.253 0.058 -0.352 0.416
C -2.112 4.364 -1.392 -0.055 0.488 -0.065
C 2.312 1.285 -2.715 -0.287 -0.171 0.156
H 5.092 0.007 2.003 0.028 -0.015 0.181
C 3.578 -1.702 0.334 0.181 0.117 -0.035
H 3.457 0.837 4.482 0.111 0.005 -0.029
C -1.719 -2.223 -2.440 0.062 0.220 0.432
H -0.970 -0.219 -2.695 0.067 0.258 -0.205
N -1.667 2.187 -1.168 0.595 -0.647 0.385
C -3.153 -1.712 -2.299 0.218 -0.057 0.133
H -3.135 1.557 -2.452 0.118 0.064 0.119
H -2.194 0.292 0.322 -1.656 0.094 0.362
H -1.565 -5.608 1.106 -0.102 -0.078 0.150
H -0.729 -3.887 -3.400 0.095 -0.162 -0.101
C -0.784 0.854 2.946 -0.600 -0.032 1.089
H -3.587 -1.506 -3.281 -0.016 0.064 -0.123
C 2.500 1.258 4.180 -0.123 -0.139 0.087
C -2.162 1.111 3.125 -0.002 -0.168 -0.019
H 0.072 -1.470 -3.415 0.255 0.097 -0.029
H -4.021 2.782 0.760 -0.050 0.079 -0.147
H 5.873 0.052 -2.041 0.025 -0.141 0.061
H -1.449 -1.997 2.174 -0.014 0.116 0.107
H 2.628 1.735 3.213 0.035 0.049 -0.015
H 3.042 1.803 -4.654 -0.048 0.085 -0.107
H -0.470 3.564 -0.119 0.122 -0.127 0.102
C 0.020 0.690 4.103 0.061 -0.066 -0.101
H -1.290 -5.299 -0.598 0.008 -0.130 -0.177
C 0.772 1.839 1.485 0.708 0.464 -0.129
H -1.422 -1.008 -4.227 -0.075 0.177 -0.078
H -3.686 3.299 2.410 -0.015 0.037 0.058
H 5.328 1.024 -4.221 0.111 -0.021 -0.080
C -3.107 -3.562 0.503 0.200 0.146 -0.117
H 1.445 -3.528 -0.343 0.137 0.014 0.240
H 0.120 0.888 6.223 0.096 -0.045 0.041
H -2.239 -3.422 -4.171 -0.073 0.057 -0.105
C 1.713 -0.929 3.109 -0.033 0.134 0.127
H 0.999 2.229 -5.168 0.042 0.040 -0.106
C -1.073 -4.938 0.403 0.090 0.213 -0.125
H 3.536 0.730 1.603 -0.045 0.068 0.124
H -0.083 -3.102 2.090 0.189 0.034 0.112
H -0.572 1.790 -4.526 -0.147 0.064 -0.036
H -3.561 -2.576 0.488 -0.160 0.086 -0.030
Si -0.741 -2.293 -0.703 -0.166 -1.580 -0.649
C -1.827 1.367 5.510 0.043 -0.014 -0.060
H 5.430 -0.794 -0.197 -0.171 0.046 -0.039
C 2.598 0.700 -1.464 0.511 0.065 -0.921
C 1.651 1.747 0.418 0.074 0.615 0.711
H -3.409 -4.094 -0.395 -0.147 -0.014 -0.135
H -2.221 1.625 6.478 -0.044 -0.014 0.171
H -2.269 -4.309 -2.651 -0.068 -0.169 0.036
H -3.685 1.626 4.519 -0.198 -0.018 -0.021
H 0.732 -3.962 -1.871 -0.121 -0.201 -0.120
C -3.140 0.200 0.920 -0.095 -0.095 0.513
C -1.740 -3.540 -3.208 0.160 0.105 0.266
H -2.354 3.065 1.297 -0.030 0.001 0.041
C 0.496 1.605 -4.435 -0.007 -0.091 0.244
H 1.059 -1.775 3.303 -0.030 -0.121 -0.080
H 3.868 -2.112 1.300 -0.034 -0.104 0.062
H 2.220 2.018 4.907 0.041 0.101 0.046
H -0.004 -5.011 0.570 0.170 -0.075 0.000
H 1.351 3.684 -1.797 0.039 0.098 0.098
C -0.514 0.981 5.353 -0.201 0.026 -0.080
N -2.701 2.352 -2.003 -0.151 -0.137 -0.177
H 3.752 -2.459 -0.428 -0.085 -0.100 -0.042
H -3.986 0.335 0.244 0.265 -0.029 -0.251
H 2.453 2.471 0.314 -0.097 0.052 -0.061
H 0.690 0.563 -4.671 -0.053 -0.083 -0.169
H 1.594 -2.444 -1.711 0.109 0.136 -0.079
H 2.517 -1.458 0.351 0.040 -0.121 0.085
H 0.149 3.921 -3.076 -0.079 0.130 -0.008
H -4.175 0.984 2.549 0.121 -0.058 -0.099
H 5.033 1.401 0.926 0.015 0.126 0.051
C -1.581 -3.508 0.597 0.090 0.384 -0.114
C -1.163 -3.033 1.991 0.007 0.058 -0.237
C 4.409 -0.461 0.022 -0.135 0.039 0.186
C 4.517 0.487 1.215 0.046 -0.182 -0.194
H -3.772 3.994 -2.829 -0.237 -0.030 -0.131
H -3.521 -4.102 1.354 -0.004 -0.108 0.150
W -0.416 0.166 -0.204 1.150 1.462 -0.111
C 1.088 3.434 -2.823 -0.186 -0.217 0.071
C 3.908 0.229 -1.230 0.045 -0.193 0.112
C -2.643 1.375 4.401 0.123 -0.014 0.066
H 1.533 -0.585 2.091 0.178 -0.114 0.125
```
Forces are in eV/Å.



This record from OMol25 describes 3 unconnected molecules or ions with the total composition C2H9NO4 at a distorted geometry. The level of theory is wB97M-V/def2-TZVPD.

## Properties
- LUMO level: 0.48 eV

Structure (XYZ):
```
16
Properties=species:S:1:pos:R:3:forces:R:3
C -1.468 -1.163 -1.384 0.275 -0.224 -0.901
C 0.178 0.229 -0.193 -0.136 -0.449 0.145
N -0.491 -0.977 -0.315 -1.035 0.355 -0.247
H -2.041 -0.259 -1.628 0.060 -0.104 0.096
H -2.186 -1.960 -1.180 0.201 0.145 0.472
H 2.837 3.642 -0.158 0.105 -0.057 -0.089
H -0.894 -1.259 0.570 0.592 -0.235 0.349
O 0.776 0.546 0.797 0.041 0.232 0.326
H -0.950 -1.521 -2.285 -0.123 0.274 -0.010
O 3.452 4.063 0.452 -0.263 -0.010 0.044
H 2.945 4.091 1.270 0.141 0.021 0.048
H -0.594 -1.725 2.906 -0.029 0.111 -0.014
H -0.132 0.579 -2.057 -0.119 0.078 0.031
O -1.072 -2.285 2.284 0.195 -0.273 0.085
H -0.496 -3.058 2.184 -0.202 0.200 -0.031
O 0.135 1.056 -1.262 0.298 -0.065 -0.304
```
Forces are in eV/Å.



no.,calculated total energy (eV),M (g mol⁻¹)
1,-8769.010,100.14
2,-103883.564,607.16
3,-64136.464,911.76
4,-11900.483,111.10